No. 1
Entry from the Open Molecules 2025 dataset: a cluster of 9 separate species, H18O9 in total (ωB97M-V/def2-TZVPD).

Values from the calculation:
- LUMO level: -0.2144 eV
- SMILES: O.O.O.O.O.O.O.O.O
- Highest occupied orbital energy: -0.3680 hartree

Structure (XYZ):
```
27
H18O9 | the Open Molecules 2025 dataset | ωB97M-V/def2-TZVPD
O 1.29494 -0.81891 -0.45652
H 0.71300 -0.54711 0.26213
H 1.56754 0.01087 -0.86414
O 2.07539 -1.70930 3.11272
H 2.36198 -1.53842 2.20848
H 1.91276 -0.83188 3.47696
O -0.98382 -0.45035 -1.81239
H -1.20023 0.46487 -1.60136
H -1.28614 -0.94617 -1.04314
O -0.83202 3.62595 0.79284
H -0.44602 4.36084 0.30302
H -0.11495 3.31921 1.35915
O -1.57533 -1.59618 -4.58526
H -1.66126 -1.83880 -3.65642
H -2.48551 -1.52723 -4.89480
O -2.63871 -1.45962 1.08856
H -1.96555 -2.00815 0.67027
H -3.47158 -1.84242 0.79059
O 0.69032 -3.14032 3.17072
H 0.13625 -3.75408 2.67545
H 0.20167 -2.99032 3.98786
O 1.28864 1.88007 2.08922
H 1.05845 0.95925 2.25683
H 2.13381 1.83041 1.62855
O 0.69822 3.67612 -3.50832
H 1.59659 3.88734 -3.78636
H 0.80810 2.93207 -2.90558
```

---

No. 2
Entry from the Open Molecules 2025 dataset: a cluster of 9 separate species, H18O9 in total (ωB97M-V/def2-TZVPD).

Values from the calculation:
- LUMO level: -0.5719 eV
- SMILES: O.O.O.O.O.O.O.O.O
- Highest occupied orbital energy: -0.3849 hartree

Structure (XYZ):
```
27
H18O9 | the Open Molecules 2025 dataset | ωB97M-V/def2-TZVPD
O 2.57036 0.98901 0.65435
H 2.46269 0.17111 0.15539
H 3.40739 1.36150 0.35849
O -0.84881 0.53866 -0.62689
H -0.04543 0.45325 -1.15519
H -0.73462 -0.06159 0.11896
O -3.61433 0.45810 -1.50309
H -3.82535 1.38321 -1.65328
H -2.72060 0.47219 -1.12097
O 1.52636 -0.61494 2.98806
H 1.12066 -1.14645 2.29410
H 2.14180 -0.02628 2.53009
O 0.29220 -1.87652 0.67605
H 1.12192 -2.30309 0.43302
H -0.38062 -2.32918 0.15447
O 1.42453 -0.87544 -2.08377
H 0.77712 -1.57856 -2.21169
H 2.20582 -1.16076 -2.57239
O 1.85076 1.17810 -4.45347
H 1.32945 0.56657 -3.92073
H 2.20720 0.64829 -5.17301
O -2.77237 1.34718 1.72586
H -2.16512 1.98349 2.11839
H -3.58510 1.83828 1.57478
O -1.46917 -0.68979 3.80654
H -0.54424 -0.43270 3.91924
H -1.73250 -0.29362 2.96670
```

---

No. 3
Entry from the Open Molecules 2025 dataset: a cluster of 9 separate species, H18O9 in total (ωB97M-V/def2-TZVPD).

Values from the calculation:
- LUMO level (spin up / spin down): -3.3408 / -11.0701 eV
- Highest occupied orbital energy (spin up / spin down): -0.5301 / -0.5273 hartree
- Spin multiplicity: 2
- Net charge: +1

Structure (XYZ):
```
27
H18O9 | the Open Molecules 2025 dataset | ωB97M-V/def2-TZVPD
O -2.74367 0.11384 -2.48245
H -2.64523 -0.77982 -2.81095
H -2.27337 0.11624 -1.64876
O -0.79391 -2.06417 1.50159
H -1.40604 -1.66189 2.11779
H -0.81287 -2.99628 1.71847
O -0.00498 2.13476 -2.78356
H -0.02511 1.66245 -3.61587
H -0.74733 1.78474 -2.29098
O -2.68115 -3.31667 -0.24880
H -2.10617 -2.64084 0.11021
H -2.44375 -3.36669 -1.17474
O 3.03502 2.82864 -0.11402
H 2.58305 2.23831 0.48885
H 3.85566 3.04272 0.32979
O -1.36659 2.40861 0.97984
H -0.49940 2.77713 1.14833
H -1.19502 1.60876 0.48281
O 1.69426 1.25526 1.59669
H 1.41496 1.33292 2.50894
H 2.20859 0.44839 1.57103
O -0.41288 0.18313 -0.22302
H 0.51146 0.29269 0.00018
H -0.65362 -0.66087 0.15900
O 2.68893 -2.03823 1.16576
H 3.06671 -2.66282 0.54657
H 1.75251 -2.04021 0.96742
```

---

No. 4
Entry from the Open Molecules 2025 dataset: a structure of composition H19O10 (ωB97M-V/def2-TZVPD).

Values from the calculation:
- LUMO level: 3.0535 eV
- Highest occupied orbital energy: -0.2097 hartree
- Net charge: -1

Structure (XYZ):
```
29
H19O10 | the Open Molecules 2025 dataset | ωB97M-V/def2-TZVPD
O 0.43330 -1.66859 0.26779
H -0.17931 -2.28731 1.23696
H -0.69012 -1.07166 3.89515
O -1.62167 -2.72833 -2.03218
H -1.26783 -1.85471 -2.22076
H 1.65219 -1.15123 -0.53385
O 3.38349 1.65360 -0.04306
H -0.93327 -3.17453 -2.54835
H 3.70568 1.10639 0.68524
O 0.92836 1.02753 -2.86852
H -1.22235 1.24316 1.58709
H 0.37245 -2.35398 -0.40517
O -0.30759 0.92321 1.58995
H 2.72808 -1.43955 -1.50756
H 1.00008 0.55556 -2.02422
O -2.46960 2.69464 0.85816
H -3.13482 2.70823 1.56284
H -2.02334 3.50517 1.13839
O -0.42657 3.34106 -1.48214
H 0.15992 2.84558 -2.07419
H -1.55338 -3.16739 1.10796
O -1.00533 -2.85945 1.83682
H -1.42227 -1.52034 2.63609
H -0.52396 -0.01134 1.48231
O -1.40072 -0.78095 3.31832
H 2.55156 1.17504 -0.13285
O 2.21705 -0.66932 -1.25631
H 1.77910 1.37521 -3.11757
H -0.72912 2.58430 -0.95634
```

---

No. 5
Entry from the Open Molecules 2025 dataset: a cluster of 10 separate species, H19O10 in total (ωB97M-V/def2-TZVPD).

Values from the calculation:
- LUMO level: 2.8729 eV
- Highest occupied orbital energy: -0.2225 hartree
- Net charge: -1

Structure (XYZ):
```
29
H19O10 | the Open Molecules 2025 dataset | ωB97M-V/def2-TZVPD
O 3.21169 -0.32832 1.45090
H 2.29170 -0.59738 1.47660
H 3.41353 0.32608 0.78886
O -1.12697 -1.18337 -3.70358
H -1.82303 -1.06593 -3.02142
H -0.49395 -1.30048 -2.96993
O 1.45836 2.67194 2.03235
H 2.11949 2.51688 2.70096
H 0.74698 2.14704 2.41804
O 0.69975 -1.07704 0.68419
H -0.33559 -1.12415 0.69113
H 0.85143 -2.03515 0.61498
O -1.81331 -0.83484 0.82285
H -1.84521 0.52884 -0.13092
H -2.17555 -1.06130 1.67216
O -2.62178 -2.16567 -1.52507
H -1.69878 -1.89117 -1.47516
H -2.96792 -1.53507 -0.87672
O 1.03046 -1.82982 -1.83134
H 0.86005 -1.33371 -1.02052
H 1.62428 -1.37281 -2.41928
O -1.45642 1.48293 -0.21867
H -0.66202 1.55374 0.33742
H -2.72181 1.58862 1.49823
O -2.73143 1.56611 2.48475
H -2.78441 0.59861 2.39346
O 3.29893 1.66796 -0.47761
H 3.07352 2.49653 -0.92221
H 2.79067 1.90634 0.34628
```

---

No. 6
Entry from the Open Molecules 2025 dataset: a cluster of 10 separate species, H19O10 in total (ωB97M-V/def2-TZVPD).

Values from the calculation:
- LUMO level: 2.4845 eV
- Highest occupied orbital energy: -0.2306 hartree
- Net charge: -1

Structure (XYZ):
```
29
H19O10 | the Open Molecules 2025 dataset | ωB97M-V/def2-TZVPD
O -0.33596 -0.05072 -0.65700
H 0.16623 -0.45680 0.06539
O 2.18241 -2.75571 0.93164
H 1.74016 -2.47853 1.58727
H 3.07295 -2.36816 1.03057
O 0.34454 2.23301 -1.77716
H -0.14386 1.41178 -1.54861
H -0.11995 2.82200 -2.18695
O 1.30357 -1.87115 -1.45405
H 0.66777 -1.27343 -1.04596
H 1.63400 -2.31340 -0.75020
O 2.93062 0.50677 -0.30849
H 2.48524 1.14029 0.29795
H 2.15087 0.29311 -0.72695
O -0.43858 2.90424 1.29464
H -0.66793 2.38703 0.65818
H 0.40416 2.40998 1.57945
O -2.36178 -1.98806 -0.60772
H -3.08474 -1.49644 -0.54385
H -1.76879 -1.25508 -0.78813
O -0.27717 0.25087 3.17799
H -0.29828 -0.20227 4.03652
H -0.28519 -0.59244 2.66564
O -1.46962 -0.18643 -2.92731
H -1.63036 0.70743 -3.24370
H -1.17868 -0.07918 -2.12152
O -2.05467 0.72043 1.18445
H -1.46155 0.49089 0.45436
H -1.50544 1.09000 1.72356
```

---

No. 7
Entry from the Open Molecules 2025 dataset: a structure of composition H19O10Pb (ωB97M-V/def2-TZVPD).

Values from the calculation:
- LUMO level: -6.5613 eV
- Highest occupied orbital energy: -0.5003 hartree
- Net charge: +1

Structure (XYZ):
```
30
H19O10Pb | the Open Molecules 2025 dataset | ωB97M-V/def2-TZVPD
Pb 0.53487 -1.68903 2.30010
O 0.56287 -0.31403 0.47410
H -0.41013 -0.39003 0.19710
O 1.34787 -0.94503 -1.97190
H 1.07487 -0.84203 -1.06490
H 1.13287 -0.18003 -2.45990
O -1.61013 -0.07703 -2.22990
H -1.10313 0.70797 -2.00390
H -1.01813 -0.69803 -2.63190
O 3.02987 0.63797 0.40710
H 2.05187 0.39697 0.42010
H 3.20587 1.36097 -0.25790
O 1.71387 1.98897 2.74410
H 1.87487 1.20797 2.17410
H 1.89987 2.68497 2.15510
O -1.14713 1.93997 1.50910
H -0.29013 1.72297 1.21110
H -1.69013 1.56797 0.86610
O 0.14887 1.74697 -1.16690
H 0.99587 2.16997 -1.15790
H 0.34587 0.94197 -0.62290
O 0.49287 -3.38503 -0.25090
H 1.25187 -3.35203 0.36710
H 0.64887 -2.72203 -0.91090
O -2.98213 1.09897 -0.20290
H -3.77213 0.61597 0.00310
H -2.72213 0.75697 -1.09190
O -1.62613 -2.09303 1.26710
H -2.01313 -1.87003 0.41810
H -1.92913 -2.99003 1.51110
```

---

No. 8
Entry from the Open Molecules 2025 dataset: a cluster of 9 separate species, H19O9 in total (ωB97M-V/def2-TZVPD).

Values from the calculation:
- LUMO level: -3.2786 eV
- Highest occupied orbital energy: -0.4985 hartree
- Net charge: +1

Structure (XYZ):
```
28
H19O9 | the Open Molecules 2025 dataset | ωB97M-V/def2-TZVPD
O -0.02306 0.25265 -0.93640
H 0.70263 -0.44026 -0.63123
H 0.02910 1.10363 -0.28526
H -0.67476 -0.28429 -1.02799
O 3.16525 0.86662 -0.87497
H 3.78995 0.13871 -0.87309
H 2.91556 1.10305 -1.82714
O 0.05919 -0.15785 2.11218
H -0.91662 -0.27433 1.92961
H 0.11864 0.60221 2.71332
O 1.19652 -2.15470 -0.39973
H 1.04279 -2.83213 -0.96974
H 1.59808 -2.84004 0.08729
O -2.59060 -0.66983 1.58321
H -2.86762 -0.74748 0.66609
H -2.50012 -1.36852 2.18232
O 2.72386 -1.22888 2.22695
H 1.91924 -0.98206 1.74242
H 3.36084 -0.49201 2.02217
O -2.29347 1.64658 -1.63600
H -2.98096 1.90560 -0.93653
H -1.69592 2.23106 -1.98568
O -2.46759 -0.94978 -1.18156
H -2.71832 -0.69497 -1.99482
H -2.17031 -1.92455 -1.25045
O 0.54268 2.36551 -0.22456
H -0.25306 2.64296 0.34063
H 0.98807 3.18307 -0.57105
```

---

No. 9
Entry from the Open Molecules 2025 dataset: a cluster of 2 separate species, H2 in total (ωB97M-V/def2-TZVPD).

Values from the calculation:
- LUMO level: 1.5657 eV
- Highest occupied orbital energy: -0.4743 hartree

Structure (XYZ):
```
2
H2 | the Open Molecules 2025 dataset | ωB97M-V/def2-TZVPD
H -0.14155 -0.20420 0.46451
H 0.14155 0.20420 -0.46451
```

---

No. 10
Entry from the Open Molecules 2025 dataset: a structure of composition H20KrO10 (ωB97M-V/def2-TZVPD).

Values from the calculation:
- LUMO level: 0.0838 eV
- Highest occupied orbital energy: -0.3941 hartree

Structure (XYZ):
```
31
H20KrO10 | the Open Molecules 2025 dataset | ωB97M-V/def2-TZVPD
Kr -0.26878 -0.42169 -0.08325
O -2.05391 2.47004 1.42756
H -1.73946 1.87084 2.10455
H -1.69958 2.11721 0.61136
O 1.09865 -0.17829 -4.01418
H 0.20394 0.12397 -3.85806
H 1.65219 0.52582 -3.67644
O 1.97229 1.75584 2.27432
H 1.70559 2.31977 1.54832
H 2.28667 0.95558 1.85363
O 2.43482 -2.70292 0.21244
H 2.51804 -2.59531 -0.73504
H 1.78460 -3.39726 0.31892
O 2.85288 -2.19132 -2.50516
H 2.18068 -1.65140 -2.92094
H 3.28273 -2.64158 -3.23230
O 3.51246 -0.50219 1.30920
H 3.86927 -0.79318 2.14839
H 3.10269 -1.28386 0.93865
O -3.71893 -1.91623 0.70348
H -3.28755 -1.68717 1.52669
H -4.63516 -2.05509 0.94319
O -0.44794 1.64412 3.73044
H -0.15898 1.27355 4.56435
H 0.35314 1.72306 3.21248
O -1.81570 2.63052 -1.83853
H -1.47778 2.06899 -2.53619
H -2.44641 2.08141 -1.37279
O -3.43649 0.23022 -1.17459
H -4.13360 0.79183 -0.83567
H -3.49025 -0.56522 -0.64487
```

---

No. 11
Entry from the Open Molecules 2025 dataset: a cluster of 10 separate species, H20O10 in total (ωB97M-V/def2-TZVPD).

Values from the calculation:
- LUMO level: -0.7604 eV
- SMILES: O.O.O.O.O.O.O.O.O.O
- Highest occupied orbital energy: -0.4104 hartree

Structure (XYZ):
```
30
H20O10 | the Open Molecules 2025 dataset | ωB97M-V/def2-TZVPD
O 0.34710 0.35660 -1.53307
H 0.98130 1.06498 -1.37499
H -0.31297 0.47393 -0.84059
O -1.77616 -0.45547 -2.80645
H -1.74382 0.40384 -2.37110
H -0.93315 -0.86460 -2.58072
O -2.85145 0.75021 3.39795
H -2.02432 0.97194 3.84032
H -2.84320 1.29129 2.60036
O 2.32664 -1.76704 -3.21408
H 2.45798 -2.71077 -3.06879
H 1.67519 -1.51590 -2.54960
O -1.81403 0.71676 0.33051
H -1.84832 1.40430 -0.34410
H -1.39694 1.14863 1.08451
O 0.80253 1.90503 2.96127
H 0.25229 2.09735 3.72889
H 0.78518 2.72175 2.44976
O -0.55911 3.44283 -1.09125
H -1.28203 2.88816 -0.77704
H -0.05939 3.65080 -0.29375
O -1.96040 -1.93522 0.76974
H -1.47578 -1.39627 0.13439
H -2.78346 -2.14925 0.31614
O 1.31697 -1.04668 0.81246
H 2.11112 -1.41128 1.21913
H 0.90020 -1.80603 0.38974
O 4.19894 -2.23441 0.11689
H 3.48845 -2.75758 0.50481
H 3.80340 -1.36606 -0.01915
```

---

No. 12
Entry from the Open Molecules 2025 dataset: a cluster of 10 separate species, H20O10 in total (ωB97M-V/def2-TZVPD).

Values from the calculation:
- LUMO level: -0.3083 eV
- SMILES: O.O.O.O.O.O.O.O.O.O
- Highest occupied orbital energy: -0.3888 hartree

Structure (XYZ):
```
30
H20O10 | the Open Molecules 2025 dataset | ωB97M-V/def2-TZVPD
O -0.04978 -0.41812 0.20530
H 0.47922 0.09576 0.82585
H -0.63520 -0.93618 0.76912
O 4.75990 0.42154 -0.78598
H 3.90666 0.79802 -1.02937
H 4.89421 0.71308 0.12284
O -3.66985 0.84287 -1.30869
H -4.47822 1.19184 -0.91658
H -3.86487 0.80303 -2.25175
O 0.67969 -3.38373 -1.21979
H 0.39620 -2.47884 -1.04721
H 0.86606 -3.74204 -0.34465
O -1.79234 2.05680 -1.30059
H -2.32515 1.79560 -0.54107
H -2.41919 2.07233 -2.03258
O 2.63182 -1.95230 2.08281
H 3.08108 -2.58617 1.51241
H 1.87021 -1.66905 1.56444
O -4.53027 -2.71738 1.18956
H -4.85876 -1.83081 1.00227
H -3.76016 -2.56866 1.74974
O -0.97864 1.76147 1.33206
H -1.31669 2.45901 1.90490
H -0.46401 2.23282 0.66724
O 2.15705 -0.95921 -1.35043
H 1.53526 -0.30128 -1.01953
H 2.61513 -0.50855 -2.06880
O 1.18546 3.95491 0.98911
H 0.98687 3.81674 1.92210
H 0.34701 3.78865 0.54375
```

---

ΔE to the lowest compared entry with this formula, charge and spin per entry: 441.5 215.4 111.1 167.5 140.0 439.4 95.8 445.6 97.0 19.4 401.9 441.6 kJ/mol
Electronic energy per entry: -687.8576 -687.9438 -687.5378 -763.8266 -763.8371 -763.7231 -956.3355 -688.2070 -1.1239 -3518.0197 -764.3289 -764.3137 Ha